Entry 1:
{"formula": "C30H58ClI2N3O3P2", "method": "the ωB97M-V functional and the def2-TZVPD basis", "species": ["P", "C", "H", "C", "H", "H", "H", "C", "O", "C", "H", "H", "H", "Cl", "H", "H", "O", "H", "C", "H", "H", "H", "C", "H", "I", "H", "C", "C", "C", "O", "C", "C", "P", "C", "H", "H", "H", "C", "C", "H", "H", "H", "H", "C", "N", "H", "H", "H", "H", "H", "H", "H", "H", "H", "H", "C", "H", "C", "H", "C", "C", "H", "C", "N", "C", "H", "H", "C", "H", "H", "H", "C", "H", "H", "H", "N", "H", "C", "C", "H", "H", "H", "H", "C", "H", "H", "H", "C", "C", "H", "H", "C", "C", "H", "I", "H", "H", "H", "H"], "positions_angstrom": [[-1.472010, 2.523807, 6.578499], [-4.537821, -2.262232, -2.850254], [-1.594851, -0.450725, 8.120707], [0.983140, 2.514602, -1.119890], [-0.624881, -3.557469, -4.708747], [-2.393779, 0.691044, 3.580156], [2.169745, -0.703164, -3.619429], [-2.593784, -5.108253, -3.981042], [-3.491233, -3.244393, -2.562425], [0.512367, -0.401508, 0.315107], [1.271657, -0.660185, -7.562014], [-0.050121, 2.111803, -0.850429], [1.334166, 3.805951, 8.493753], [3.487604, 2.561149, -2.363917], [-4.332435, -1.371645, -2.154909], [1.561411, 1.452752, 1.261267], [-0.840287, 3.443189, 5.513518], [-2.805597, 2.301973, 4.150877], [-0.489030, 0.222759, 5.317901], [1.544114, 2.956252, -0.208535], [6.287588, 1.341059, 1.565389], [-2.856370, -0.302803, 6.869753], [5.644283, 0.616811, 0.950685], [-1.703646, -4.799311, -3.328581], [-0.938648, -1.907829, 1.038366], [-5.570186, -2.694580, -2.571226], [1.607216, -2.188990, -5.949428], [-3.907931, -4.452090, -3.285789], [-2.002713, 1.561811, 4.116081], [-0.480379, 5.835510, -1.638643], [0.797871, 3.734979, -2.142103], [0.865962, -3.217612, -6.929723], [2.033967, 1.053582, -1.716187], [2.024764, 0.441604, -3.524628], [-4.656382, -4.228565, -4.120360], [3.003778, 0.859179, -3.979048], [1.556963, 4.554415, -1.844445], [-2.645474, 2.177438, 9.039662], [3.505535, 0.289846, -0.740833], [-1.024063, -2.038267, -7.391532], [0.114119, 1.053194, 9.066584], [-3.277967, -0.179811, 8.542652], [4.247130, 2.318369, 0.281105], [4.417839, 1.189464, 0.152572], [-1.566120, 1.190174, 5.469418], [1.316806, -3.081334, -7.982434], [1.090435, -4.275950, -6.526192], [-2.643396, -6.249881, -4.005131], [3.149754, -1.895653, -1.415969], [-1.966231, -5.412694, -6.126471], [-4.502515, -1.942772, -3.960251], [-0.038421, 1.267064, -3.734692], [-0.332900, 3.860894, 9.099193], [1.652800, 1.660965, 8.466953], [-1.190461, -3.848282, -7.661283], [5.941742, -0.902740, 0.883585], [-3.610196, 1.825355, 9.415392], [5.029336, -1.846427, 0.035758], [1.189084, 2.038737, -4.893016], [-2.437980, -4.575646, -5.509174], [0.850353, 1.038537, -4.440856], [-1.941126, -2.342509, -5.200122], [0.370787, 0.088709, -5.640319], [-0.018430, 2.493321, 7.501475], [-0.659108, 4.407987, -1.875487], [-2.755760, 3.255852, 8.882327], [-0.384088, -0.402029, 6.202979], [-0.735000, -3.066915, -6.947547], [-0.458826, -0.623067, -5.270272], [0.985467, 3.516190, -3.238278], [0.471096, 0.701535, 5.086288], [0.636281, 1.384779, 8.162388], [6.839442, -1.326667, 1.460641], [-0.791309, 5.994625, -0.714683], [-0.710474, -0.497519, 4.522201], [-2.278514, 1.519532, 7.788287], [-1.134428, 3.968522, -0.935009], [3.840327, -1.234190, -0.776751], [1.555025, -0.650462, -6.439990], [2.115710, -0.199615, 1.833266], [-1.176546, 1.976490, 3.525376], [-1.350472, 4.174823, -2.754121], [-0.157041, 0.778143, -6.408367], [-1.423811, -3.330785, -5.505537], [-1.889898, 2.019617, 9.811083], [0.787731, 0.528191, 7.513953], [0.097818, 4.608786, 7.553954], [-2.496689, 0.089189, 7.822295], [0.283465, 3.743624, 8.198679], [2.535385, -0.085452, -6.301939], [-3.471403, -4.318930, -5.951667], [1.188747, 0.410461, 1.496265], [0.795664, -0.235310, -1.093011], [0.494328, 0.409309, 2.420643], [-0.413937, -1.602391, -2.343199], [1.075077, -2.237822, -4.939071], [2.724902, -2.438037, -5.784648], [-4.368727, -5.202327, -2.539374], [5.204613, -2.969120, -0.048054]], "forces_ev_per_angstrom": [[5.41, -5.47, -1.88], [0.16, 0.61, 0.88], [0.14, 0.09, -0.08], [-0.31, 0.66, -0.04], [-1.09, 0.38, -1.30], [0.07, -0.12, 0.23], [-0.77, 1.77, 0.55], [-0.90, 0.40, -0.25], [-2.21, -0.27, -1.81], [0.85, 0.93, -2.83], [0.64, 0.17, 1.72], [1.57, 0.43, -0.07], [-0.05, -0.21, -0.04], [1.02, 1.24, -0.32], [-0.30, -1.20, -1.21], [-0.73, -1.34, 0.07], [-3.43, 2.50, 1.37], [0.15, 0.00, -0.02], [0.03, -0.11, 0.50], [-1.08, -0.93, -1.34], [-1.12, -1.37, -1.06], [0.32, 0.13, -0.01], [-2.66, -2.35, -2.29], [-1.16, -0.50, -1.04], [1.09, 1.16, 0.02], [1.48, 0.68, -0.56], [0.42, 0.54, 0.13], [1.33, -1.44, -0.08], [-0.12, 0.31, 0.12], [-0.84, -0.90, 0.73], [-0.10, 1.22, 0.84], [0.20, -0.02, 0.46], [0.63, -1.20, -0.64], [1.47, 0.03, -1.64], [0.89, -0.15, 1.27], [-1.60, -0.78, 0.98], [-1.25, -1.38, -0.64], [0.10, 0.39, -0.15], [3.39, -1.49, 2.80], [0.43, -1.55, 0.87], [0.01, -0.16, 0.18], [0.07, 0.34, 0.09], [0.12, -2.04, -0.49], [1.21, -2.92, 0.36], [-0.81, -1.02, -0.94], [-0.81, -0.42, 1.53], [-0.22, 1.51, -0.84], [-0.14, 1.55, 0.22], [1.31, 0.98, 1.19], [-0.66, 1.14, 0.69], [-0.14, -0.47, 1.72], [1.13, -0.33, -1.37], [0.16, 0.05, 0.16], [-0.26, 0.33, -0.07], [0.88, 1.15, 0.89], [-2.60, 1.19, -1.71], [0.06, -0.05, -0.08], [-0.85, 4.05, -0.24], [-0.36, -1.47, 0.80], [0.75, 0.14, 0.99], [-0.54, -0.04, 0.47], [0.63, -1.70, -0.19], [-0.52, 1.05, -0.65], [1.11, 1.07, 0.90], [0.68, -0.73, 0.24], [0.11, -0.12, 0.10], [0.15, 0.10, 0.14], [-0.06, -0.08, -0.27], [1.61, 0.88, -0.60], [-0.42, 0.02, 1.51], [0.10, -0.04, 0.02], [-0.47, -0.40, 0.35], [-1.62, 0.68, -1.03], [0.43, -0.06, -1.28], [-0.19, 0.31, -0.10], [-1.21, 2.23, 0.20], [0.62, 0.32, -1.30], [1.38, 2.01, 1.77], [-1.39, -0.67, 0.10], [-1.37, 0.94, -0.60], [-0.09, 0.11, -0.02], [0.83, 0.70, 1.10], [0.72, -0.93, 1.33], [0.00, 0.49, -0.50], [0.05, -0.08, 0.18], [-0.29, -0.03, -0.10], [-0.10, -0.20, -0.02], [-0.94, -0.46, -0.67], [-0.07, 0.47, -0.42], [-1.26, -0.88, -0.19], [1.66, -0.37, 0.61], [0.19, -1.39, 0.79], [-2.09, -1.92, 4.57], [1.01, 0.26, -1.68], [0.90, 1.08, 0.35], [0.95, -0.01, -1.24], [-1.85, -0.09, -0.34], [0.56, 1.22, -1.07], [-0.15, 1.85, 0.24]], "mulliken_charge": [0.83, -0.65, 0.27, -1.04, -0.06, 0.30, 0.06, -0.39, -0.18, -0.48, 0.40, 0.65, 0.37, -0.33, 0.21, 0.12, -0.80, 0.36, -1.00, 0.24, 0.31, 0.29, -0.59, 0.20, -0.10, 0.32, 0.09, -0.62, -1.03, -0.54, -0.03, -0.92, 1.25, -0.94, 0.37, 0.72, 0.34, -1.08, 0.31, 0.25, 0.21, 0.35, 0.25, -0.10, 0.17, 0.38, 0.28, 0.38, 0.20, 0.41, 0.26, 0.23, 0.32, 0.41, 0.45, -0.34, 0.39, -0.56, 0.24, -0.83, -0.59, -0.08, 0.14, 0.10, -0.60, 0.33, 0.29, -0.66, -0.34, 0.21, 0.28, -0.82, 0.30, 0.32, 0.28, 0.02, 0.33, -0.33, -0.79, 0.27, 0.30, 0.21, 0.33, 0.31, 0.30, 0.17, 0.28, -0.86, -1.03, 0.33, 0.30, -0.29, -0.12, -0.18, 0.10, -0.30, 0.37, 0.24, 0.33], "homo_lumo_gap_ev": 7.0, "e_lumo_ev": -0.99, "multiplicity": 1, "energy_ha": -3305.68654}

Entry 2:
{"formula": "C18H28N4S2Sc", "method": "the ωB97M-V functional and the def2-TZVPD basis", "species": ["C", "H", "C", "H", "H", "C", "C", "C", "C", "H", "C", "H", "Sc", "C", "C", "H", "H", "H", "C", "H", "N", "H", "S", "C", "H", "H", "C", "H", "H", "H", "C", "H", "N", "H", "C", "H", "H", "N", "H", "H", "H", "H", "C", "H", "H", "H", "C", "C", "N", "H", "C", "S", "H"], "positions_angstrom": [[0.991128, -3.119774, 2.103372], [0.555939, 2.941361, 1.985039], [1.528385, -4.168682, 1.371159], [0.287610, 0.038734, -3.569824], [3.681724, 1.738615, 4.042842], [-2.639655, 2.246952, -0.718715], [1.306078, 0.279491, 2.117874], [1.353766, -2.857026, -0.619483], [-1.972688, -3.055488, -0.673010], [2.244273, -0.900242, -2.275458], [-1.635979, 3.383566, -0.970117], [0.091628, -0.977274, 3.036433], [-0.214451, 0.145283, -0.276885], [-2.855162, -1.108543, -2.385610], [3.367737, 2.041078, 1.918215], [-2.378401, -3.906528, -1.247822], [1.456293, -2.692187, -1.693582], [1.686027, 0.127582, 4.209164], [2.598573, 1.720790, 0.816859], [-1.161284, -3.415096, -0.026805], [0.323693, -0.734985, 2.062511], [4.190883, 2.742837, 1.782111], [-1.304616, -1.859868, -1.883732], [2.013166, 0.171385, -2.289498], [-0.067891, 4.521313, 1.412229], [-3.477556, -0.361792, -0.406623], [3.068929, 1.500348, 3.150169], [-2.727215, -0.719618, -3.405770], [-1.215223, 3.158894, 1.740872], [0.755083, 1.754154, -3.028802], [0.967847, 0.679859, -2.998429], [1.823524, -5.097724, 1.897752], [-2.132555, 0.988928, -1.303915], [-2.814083, 2.081749, 0.363404], [-3.243525, 0.022486, -1.419726], [-2.764798, -2.595296, -0.059332], [2.710996, 0.811008, -1.736385], [1.580272, 0.819640, 0.923452], [-1.555249, 3.598272, -2.045099], [2.768286, 2.131862, -0.179886], [2.133002, -4.832645, -0.594681], [-1.961596, 4.296459, -0.452722], [0.702760, -1.935877, 1.421849], [0.800350, -3.125008, 3.188058], [-3.614964, 2.511773, -1.187598], [-4.150491, 0.539092, -1.809456], [2.008293, 0.617435, 3.274818], [-0.212344, 3.427536, 1.369785], [0.865141, -1.805576, 0.100192], [-1.836325, 1.212553, -2.268370], [1.718069, -4.028703, 0.014117], [-0.005431, 2.926372, -0.375960], [-3.637971, -1.879474, -2.398980]], "forces_ev_per_angstrom": [[-0.39, 0.91, 0.36], [-0.26, 0.22, -0.23], [0.02, -0.67, 1.33], [0.43, 0.12, 0.05], [-0.47, -0.09, -0.71], [-0.27, 0.87, 0.09], [1.85, 0.80, -0.30], [-0.10, 0.70, 0.68], [-0.14, -0.34, 0.05], [-0.09, 0.54, -0.20], [-0.76, -0.17, -0.08], [-0.57, 0.33, -0.55], [0.70, 0.08, -0.84], [-0.58, 0.52, 0.14], [0.38, 0.71, -0.99], [0.14, 0.41, 0.33], [-0.03, -0.27, 0.38], [0.55, 0.48, -0.34], [-0.49, -0.79, 0.20], [-0.30, 0.09, -0.27], [-1.30, 0.01, 1.14], [-0.17, -0.23, 0.16], [0.02, -0.02, 0.65], [-0.87, 0.30, -0.21], [-0.12, -0.52, 0.03], [0.02, 0.13, -0.50], [0.22, -0.17, 1.43], [-0.08, -0.15, 0.22], [0.43, 0.13, -0.17], [0.31, -0.31, -0.09], [0.26, -0.39, 1.01], [-0.26, 0.64, -0.47], [0.32, 0.01, -0.29], [0.03, 0.16, -0.49], [-0.66, -0.54, -0.36], [0.33, -0.21, -0.28], [-0.30, -0.24, -0.44], [0.11, 0.17, 0.04], [-0.04, 0.03, 0.27], [0.04, 0.00, 0.47], [-0.07, 0.16, 0.28], [0.15, -0.18, -0.28], [1.29, -1.32, -0.86], [0.30, -0.41, -0.57], [0.57, -0.12, 0.39], [0.50, -0.39, 0.31], [-0.88, -0.73, -0.02], [0.03, 0.28, 0.25], [0.03, -0.21, -0.14], [-0.14, -0.07, 0.35], [0.16, -0.15, -1.31], [-0.08, -0.35, 0.55], [0.26, 0.21, -0.16]], "mulliken_charge": [-0.70, 0.25, -0.62, 0.37, 0.47, -0.75, 0.39, -0.35, -0.94, 0.30, -0.71, 0.58, 0.47, -0.70, -1.02, 0.46, 0.49, 0.43, -0.34, 0.25, 0.07, 0.50, 0.15, -0.45, 0.46, 0.36, -0.62, 0.42, 0.35, 0.37, -0.54, 0.47, -0.19, 0.36, -0.75, 0.35, 0.30, 0.51, 0.42, 0.49, 0.50, 0.52, 0.40, 0.43, 0.50, 0.50, -0.69, -0.93, 0.51, 0.25, -1.02, 0.16, 0.52], "homo_lumo_gap_ev": 8.7, "e_lumo_ev": -10.16, "charge": 3, "multiplicity": 1, "energy_ha": -2477.94516}

Entry 3:
{"formula": "C5H6O3", "method": "the ωB97M-V functional and the def2-TZVPD basis", "species": ["C", "H", "C", "O", "H", "C", "C", "H", "H", "C", "O", "O", "H", "H"], "positions_angstrom": [[-0.394294, -1.067250, 0.603345], [0.573954, -1.315207, -1.363970], [0.514565, 0.135605, 0.505096], [0.221540, -2.193109, 1.146143], [1.135858, -1.930849, 1.371136], [-0.129659, 1.455113, -1.150341], [-0.225150, -0.776697, -0.867293], [-1.225285, 1.549600, 0.607139], [-1.390585, -0.909114, 1.017664], [-0.183060, 1.532313, 0.274009], [1.726911, 0.120489, 0.809310], [0.140823, 1.808041, -2.212647], [0.381271, 2.363783, 0.704415], [-1.146890, -0.772716, -1.444005]], "forces_ev_per_angstrom": [[1.00, 0.78, -0.12], [0.04, 0.02, 0.10], [0.40, 1.02, 2.60], [0.23, 0.19, -0.01], [-0.29, 0.01, -0.12], [0.93, -2.19, -0.48], [-0.92, -0.09, -1.75], [0.11, -0.16, 0.05], [0.10, 0.05, -0.19], [0.10, 0.22, 0.67], [-1.22, -0.24, -0.91], [-0.38, 0.32, 0.28], [-0.08, 0.05, -0.04], [-0.02, 0.03, -0.09]], "mulliken_charge": [-0.13, 0.32, 0.64, -0.55, 0.36, 0.36, -0.90, 0.30, 0.30, -0.46, -0.72, -0.30, 0.37, 0.40], "homo_lumo_gap_ev": 8.4, "e_lumo_ev": -0.11, "multiplicity": 1, "energy_ha": -419.70319}